Here is 10 unconnected molecules or ions with the total composition C60H150N10O20 at a distorted geometry from the Open Molecules 2025 dataset. Energies are from ωB97M-V/def2-TZVPD.

Each line ends with the Mulliken charge.
Cartesian coordinates (Å):
C1 1.31732 4.13855 3.86751  -0.730
O1 1.53218 4.93742 5.07629  -0.377
C2 2.16726 6.15574 4.93944  -0.470
C3 2.04499 7.20874 6.07016  -0.718
N1 0.84029 8.09656 6.01272  -0.281
C4 -0.37626 7.29195 6.19834  -0.576
C5 -1.60778 8.19686 6.03436  -0.428
O2 -1.68970 9.09559 7.15195  -0.310
C6 -2.99635 9.60704 7.44389  -0.723
H1 2.17831 3.85941 3.26017  0.328
H2 0.81705 4.83384 3.19340  0.335
H3 0.72309 3.30723 4.24687  0.224
H4 1.78399 6.63968 4.04110  0.297
H5 3.19986 5.96585 4.64657  0.521
H6 2.91466 7.84804 5.91833  0.353
H7 2.11464 6.78150 7.07052  0.308
H8 0.66448 8.59910 5.15444  0.146
H9 -0.51303 6.96741 7.22986  0.249
H10 -0.28278 6.36434 5.63362  0.393
H11 -2.52836 7.61375 6.00972  0.360
H12 -1.57715 8.74754 5.09420  0.265
H13 -3.22639 10.36600 6.69611  0.293
H14 -3.03830 10.14795 8.38928  0.257
H15 -3.72608 8.79970 7.50536  0.283
C7 0.01577 -2.23095 10.87876  -0.802
O3 0.48556 -2.17045 9.57300  -0.349
C8 1.00386 -3.45997 9.11933  -0.386
C9 1.06072 -3.35311 7.64424  -0.949
N2 1.68829 -2.15599 7.06065  -0.258
C10 3.12221 -2.07400 7.37255  -0.478
C11 3.80189 -1.28073 6.23388  -0.694
O4 4.07821 -2.07204 5.00823  -0.326
C12 2.92152 -2.26837 4.13240  -0.658
H16 0.83030 -2.06899 11.58476  0.308
H17 -0.66472 -3.05634 11.08794  0.308
H18 -0.53706 -1.30125 11.01351  0.255
H19 0.34094 -4.24101 9.49163  0.505
H20 1.99091 -3.50327 9.57972  0.251
H21 0.04235 -3.32932 7.25633  0.382
H22 1.63768 -4.24073 7.38473  0.393
H23 1.21444 -1.45385 7.61070  0.281
H24 3.57736 -3.05302 7.52237  0.378
H25 3.30132 -1.55561 8.31452  0.387
H26 4.81920 -1.24056 6.62321  0.311
H27 3.40231 -0.32201 5.90331  0.335
H28 1.96532 -2.32584 4.65246  0.283
H29 3.05075 -3.08045 3.41691  0.249
H30 2.80935 -1.28784 3.66971  0.273
C13 -12.38195 9.16097 3.07849  -0.776
O5 -11.43167 8.55926 4.06426  -0.324
C14 -10.37126 9.41507 4.42268  -0.520
C15 -9.46444 8.72128 5.39913  -0.752
N3 -8.36663 7.93721 4.83261  -0.297
C16 -8.63782 6.95356 3.78739  -0.046
C17 -7.29754 6.36944 3.39230  -0.952
O6 -6.59192 5.64043 4.44920  -0.347
C18 -6.49462 4.20111 4.23822  -0.800
H31 -13.09885 8.34873 2.95839  0.284
H32 -11.95287 9.25010 2.08046  0.292
H33 -12.85701 10.11807 3.29388  0.307
H34 -10.77992 10.30160 4.90763  0.476
H35 -9.91676 9.90196 3.55985  0.298
H36 -10.05369 8.08605 6.06045  0.321
H37 -9.00278 9.45061 6.06474  0.430
H38 -7.71414 7.73812 5.57741  0.225
H39 -8.95303 7.34894 2.82177  0.240
H40 -9.12992 6.06400 4.18060  0.174
H41 -6.68903 7.11970 2.88743  0.409
H42 -7.52342 5.71954 2.54689  0.441
H43 -7.45587 3.81309 3.90129  0.348
H44 -5.95431 3.82354 5.10633  0.249
H45 -6.01101 3.72513 3.38520  0.321
C19 3.97083 -15.99626 0.58760  -0.738
O7 4.37673 -15.75416 -0.79780  -0.344
C20 4.66965 -14.44838 -1.21651  -0.396
C21 4.01662 -14.31641 -2.57199  -0.882
N4 2.57673 -13.86963 -2.45869  -0.272
C22 1.68497 -14.62248 -1.54019  -0.473
C23 0.30560 -14.21843 -1.91432  -0.603
O8 0.07152 -12.79670 -1.52067  -0.340
C24 -1.22164 -12.37100 -2.00231  -0.750
H46 4.23209 -17.04955 0.68969  0.283
H47 2.89153 -16.14757 0.56951  0.277
H48 4.37301 -15.33203 1.35255  0.304
H49 5.74744 -14.31604 -1.12202  0.503
H50 4.34182 -13.57656 -0.65032  0.337
H51 4.20455 -15.13167 -3.27066  0.311
H52 4.51655 -13.52275 -3.12720  0.314
H53 2.39833 -12.92567 -2.14690  0.254
H54 2.00979 -14.41173 -0.52129  0.230
H55 1.97485 -15.63435 -1.82338  0.430
H56 -0.37900 -14.81295 -1.30937  0.387
H57 0.02460 -14.32585 -2.96198  0.318
H58 -2.01480 -13.03091 -1.65088  0.307
H59 -1.37530 -12.37798 -3.08140  0.283
H60 -1.44141 -11.38932 -1.58264  0.267
C25 -10.96743 14.67127 -1.95979  -0.732
O9 -9.91135 13.91960 -1.40027  -0.326
C26 -10.03741 12.51531 -1.27988  -0.466
C27 -8.74814 12.02522 -0.53359  -0.740
N5 -7.50697 12.01242 -1.24932  -0.386
C28 -7.47095 10.94392 -2.22649  -0.689
C29 -7.33246 9.50668 -1.62851  -0.534
O10 -6.49280 8.79180 -2.47520  -0.402
C30 -6.48692 7.42240 -2.07108  -0.720
H61 -11.89228 14.11004 -1.82652  0.341
H62 -10.78772 15.10219 -2.94473  0.241
H63 -10.93374 15.53763 -1.29920  0.233
H64 -10.32189 11.96681 -2.17784  0.354
H65 -10.91128 12.39540 -0.63953  0.472
H66 -9.00960 11.06673 -0.08525  0.324
H67 -8.53420 12.60280 0.36569  0.281
H68 -7.53393 12.80990 -1.86852  0.301
H69 -6.60757 11.24243 -2.82111  0.461
H70 -8.24738 11.05704 -2.98310  0.307
H71 -8.33324 9.09300 -1.75275  0.390
H72 -6.81298 9.52485 -0.67044  0.472
H73 -5.47822 7.01312 -2.12690  0.271
H74 -6.91633 6.67132 -2.73410  0.276
H75 -6.84534 7.29408 -1.04972  0.270
C31 4.39434 12.78306 0.80781  -0.718
O11 4.12509 11.39592 1.03086  -0.366
C32 2.94728 11.17805 1.77385  -0.679
C33 1.71657 11.13299 0.90859  -0.373
N6 0.56974 10.78841 1.84070  -0.319
C34 -0.61162 10.38611 1.01956  -0.684
C35 -0.97249 11.23769 -0.23045  -0.610
O12 -0.08380 10.78987 -1.29194  -0.280
C36 -0.61483 9.72682 -2.13107  -0.772
H76 3.58376 13.28096 0.27570  0.289
H77 5.31632 12.83009 0.22828  0.277
H78 4.68502 13.43109 1.63465  0.292
H79 2.83011 11.89228 2.58886  0.378
H80 2.99780 10.26464 2.36650  0.329
H81 1.86782 10.38353 0.13173  0.248
H82 1.58654 12.16929 0.59670  0.322
H83 0.37407 11.68642 2.25949  0.288
H84 -1.45832 10.28703 1.69882  0.442
H85 -0.56411 9.31527 0.82175  0.332
H86 -0.92321 12.29924 0.01203  0.355
H87 -2.05857 11.21236 -0.31927  0.362
H88 -1.01295 8.82934 -1.65764  0.305
H89 0.11945 9.34703 -2.84148  0.277
H90 -1.41933 10.10118 -2.76412  0.308
C37 6.67047 -5.14765 -0.01920  -0.699
O13 6.33027 -6.48193 0.30203  -0.335
C38 7.34532 -7.43970 0.14260  -0.499
C39 8.54221 -7.29621 1.17409  -0.565
N7 8.28963 -7.89669 2.49621  -0.374
C40 7.41473 -7.07588 3.32420  -0.273
C41 8.13820 -6.17931 4.29315  -0.716
O14 8.88360 -6.87781 5.29215  -0.370
C42 10.14641 -6.43872 5.88224  -0.704
H91 5.84790 -4.55751 0.38481  0.211
H92 6.52309 -4.92525 -1.07605  0.322
H93 7.57134 -4.81663 0.49749  0.296
H94 7.83509 -7.40418 -0.83052  0.359
H95 6.90581 -8.42860 0.27299  0.308
H96 9.00258 -6.31719 1.30694  0.305
H97 9.31206 -7.90707 0.70261  0.398
H98 9.12638 -8.03147 3.04556  0.247
H99 6.70726 -7.67081 3.90181  0.321
H100 7.00342 -6.28152 2.70138  0.144
H101 7.56887 -5.32388 4.65676  0.488
H102 8.86986 -5.64215 3.68963  0.302
H103 9.85556 -5.59309 6.50547  0.290
H104 10.88789 -6.36036 5.08715  0.305
H105 10.50773 -7.13214 6.64166  0.239
C43 -0.28261 -6.25511 -2.53309  -0.733
O15 0.56763 -5.21978 -2.75400  -0.281
C44 0.09888 -3.96992 -2.28508  -0.524
C45 0.99095 -2.91027 -2.92425  -0.590
N8 0.47835 -1.52458 -3.22331  -0.364
C46 0.58457 -0.57081 -2.14311  -0.505
C47 -0.69154 0.23157 -1.91150  -0.412
O16 -0.28564 1.39744 -1.21595  -0.319
C48 -1.37062 2.11387 -0.54795  -0.974
H106 -0.33243 -6.30494 -1.44537  0.314
H107 0.11217 -7.13273 -3.04499  0.241
H108 -1.30894 -6.16824 -2.88973  0.306
H109 0.25105 -3.95221 -1.20589  0.294
H110 -0.96763 -3.77422 -2.39618  0.393
H111 1.11885 -3.19305 -3.96913  0.359
H112 1.96075 -2.96269 -2.42944  0.268
H113 1.05567 -1.17886 -3.97650  0.227
H114 1.39968 0.11132 -2.38478  0.308
H115 0.92417 -0.98532 -1.19392  0.302
H116 -1.50813 -0.31231 -1.43668  0.329
H117 -1.02785 0.53354 -2.90337  0.266
H118 -1.69333 1.78824 0.44096  0.367
H119 -2.30502 1.85905 -1.04802  0.352
H120 -1.59714 3.18003 -0.55677  0.374
C49 3.62664 -16.60971 -10.44046  -0.608
O17 3.02258 -17.31486 -9.35536  -0.333
C50 1.61757 -17.29332 -9.29325  -0.657
C51 1.14450 -16.16473 -8.28126  -0.444
N9 0.97374 -14.83059 -8.83879  -0.364
C52 0.56217 -13.90898 -7.74150  -0.580
C53 1.45233 -12.58909 -7.91920  -0.727
O18 2.81974 -12.66293 -7.43240  -0.283
C54 3.31074 -11.60484 -6.60755  -0.695
H121 4.71190 -16.71020 -10.45500  0.260
H122 3.44714 -15.53625 -10.38059  0.188
H123 3.32244 -17.05776 -11.38642  0.300
H124 1.28255 -18.21706 -8.82149  0.351
H125 1.07650 -17.26884 -10.23916  0.367
H126 1.82969 -16.21898 -7.43530  0.327
H127 0.16499 -16.47220 -7.91502  0.361
H128 1.75807 -14.44890 -9.34797  0.270
H129 0.68626 -14.31093 -6.73594  0.307
H130 -0.50059 -13.70487 -7.87176  0.318
H131 0.96618 -11.88362 -7.24536  0.456
H132 1.39454 -12.12115 -8.90196  0.346
H133 3.51848 -10.78428 -7.29432  0.330
H134 4.21308 -11.93089 -6.09027  0.211
H135 2.58401 -11.17144 -5.92045  0.293
C55 2.50304 4.68683 -3.51098  -0.652
O19 2.99687 5.61436 -4.49928  -0.393
C56 2.69641 5.42412 -5.89504  -0.457
C57 3.54190 4.10532 -6.36480  -0.863
N10 2.71770 2.91858 -6.66053  -0.216
C58 2.18703 2.78230 -8.04974  -0.656
C59 1.43836 1.47316 -8.22910  -0.605
O20 2.30480 0.36034 -8.00007  -0.319
C60 1.64552 -0.89643 -8.14426  -0.733
H136 2.78539 4.87574 -2.47527  0.294
H137 2.87813 3.69015 -3.74342  0.233
H138 1.41535 4.67478 -3.58079  0.287
H139 3.06028 6.25556 -6.49869  0.315
H140 1.68479 5.24520 -6.25936  0.341
H141 4.29701 3.81654 -5.63370  0.526
H142 4.02421 4.43731 -7.28417  0.320
H143 3.27840 2.15568 -6.30883  0.263
H144 3.02615 2.93506 -8.72846  0.392
H145 1.45021 3.55000 -8.28602  0.277
H146 1.09791 1.35515 -9.25781  0.425
H147 0.51723 1.47265 -7.64631  0.350
H148 0.77581 -1.06178 -7.50837  0.309
H149 2.31793 -1.74985 -8.05683  0.252
H150 1.12322 -0.75643 -9.09068  0.313

Atoms 1-3, force components in eV/Å:
C -0.172 2.038 1.059
O -0.461 -1.908 0.405
C 0.458 0.745 -1.221

Values from the calculation:
Energy relative to the best compared isomer or geometry (same formula, charge and spin) (kcal/mol): 313.9
Kohn-Sham gap (eV): 8.414
Total charge: 0